(1)
C12H30BF4KN2 | wB97M-V/def2-TZVPD

Kohn-Sham gap in eV: 9.1
Strongest force on any atom in eV/Å: 3.06
HOMO level in eV: -9.175

```
! wB97M-V def2-TZVPD RIJCOSX def2/J DEFGRID3
* xyz 0 1
K 0.116 -1.185 0.407
B 1.774 -2.863 2.677
F 0.988 -3.936 2.909
F 2.704 -2.736 3.637
F 2.319 -3.001 1.456
F 0.895 -1.752 2.697
C -0.758 -1.844 -2.921
C 0.094 -0.590 -2.869
N 1.253 -0.672 -2.021
C 1.783 0.629 -1.623
C 2.903 0.551 -0.620
C 2.352 -1.558 -2.549
C 3.166 -0.824 -3.694
H -1.568 -1.727 -3.640
H -1.200 -2.064 -1.949
H -0.177 -2.761 -3.024
H 0.380 -0.240 -3.861
H -0.420 0.295 -2.495
H 1.976 1.202 -2.529
H 1.040 1.052 -0.946
H 3.038 1.387 0.067
H 2.749 -0.279 0.069
H 3.834 0.300 -1.128
H 1.961 -2.451 -3.037
H 3.120 -1.795 -1.813
H 2.791 0.136 -4.049
H 3.321 -1.504 -4.532
H 4.193 -0.611 -3.399
C -3.623 2.381 1.058
C -2.479 1.485 0.667
N -1.569 1.043 1.711
C -0.928 2.100 2.434
C 0.252 2.684 1.604
C -2.191 0.145 2.669
C -3.047 -1.044 2.207
H -4.244 2.659 0.206
H -3.307 3.235 1.658
H -4.314 1.746 1.613
H -2.860 0.662 0.063
H -1.881 2.093 -0.012
H -1.661 2.900 2.538
H -0.562 1.642 3.353
H 0.891 1.812 1.463
H 0.032 3.127 0.633
H 0.808 3.456 2.135
H -2.798 0.805 3.287
H -1.283 -0.231 3.141
H -3.938 -0.574 1.791
H -3.402 -1.608 3.070
H -2.525 -1.678 1.490
*
```

***

(2)
C7H13F3O3SSi | wB97M-V/def2-TZVPD

Kohn-Sham gap (spin up / spin down) in eV: 7.2 / 7.2
Strongest force on any atom in eV/Å: 4.20
HOMO level (spin up / spin down) in eV: -7.686 / -7.685

```
! wB97M-V def2-TZVPD RIJCOSX def2/J DEFGRID3
* xyz 0 1
C 4.681 -2.017 -1.104
C -1.675 -1.076 -0.120
C 0.030 -0.800 1.564
C -1.317 1.219 0.794
C 0.871 2.124 -1.525
C -0.675 -0.035 0.320
C 4.965 0.501 0.496
O 5.546 -1.409 -1.644
O 2.308 0.503 0.529
O 3.517 -1.539 -0.530
F 5.695 -0.536 0.973
F 4.678 1.289 1.555
F 5.711 1.207 -0.392
Si 0.711 0.276 -1.057
S 3.252 0.147 -0.537
H 4.717 -3.111 -0.904
H -2.296 -1.305 0.769
H -2.253 -0.656 -0.946
H -1.504 -2.083 -0.580
H 0.605 0.106 1.962
H 0.706 -1.665 1.271
H -0.812 -1.109 2.290
H -0.772 1.713 1.588
H -1.379 1.915 -0.015
H -2.321 0.855 1.208
H 0.880 2.253 -2.604
H 0.304 2.730 -0.906
H 1.900 2.197 -1.327
*
```

***

(3)
C32H42N5 | wB97M-V/def2-TZVPD

Kohn-Sham gap in eV: 7.1
Strongest force on any atom in eV/Å: 6.11
HOMO level in eV: -9.109

```
! wB97M-V def2-TZVPD RIJCOSX def2/J DEFGRID3
* xyz 1 1
C -5.708 2.385 0.642
C -5.846 1.192 1.586
N -4.744 0.268 1.413
C -5.013 -1.064 1.923
C -3.994 -2.075 1.411
C -2.596 -1.596 1.809
C -2.372 -0.181 1.376
C -3.460 0.716 1.225
C -3.190 2.032 0.727
C -1.923 2.319 0.238
C -0.876 1.324 0.193
C 0.329 1.265 -0.811
C 1.624 1.284 0.153
C 2.572 2.324 0.471
C 3.861 2.032 0.957
C 4.239 0.669 1.169
N 5.537 0.306 1.411
C 6.625 1.274 1.359
C 6.169 2.599 1.951
C 4.884 3.101 1.270
C 5.951 -1.083 1.258
C 4.921 -2.054 1.813
C 3.537 -1.788 1.200
C 3.250 -0.336 1.030
C 1.956 0.008 0.634
C -1.092 0.244 1.087
C -4.316 3.031 0.708
H -5.944 2.045 -0.377
H -6.482 3.116 0.903
H -5.955 1.519 2.647
H -6.771 0.635 1.370
H -5.063 -1.075 3.036
H -6.023 -1.319 1.581
H -4.214 -3.040 1.872
H -4.059 -2.206 0.314
H -2.489 -1.676 2.907
H -1.844 -2.261 1.359
H -1.758 3.343 -0.162
H 0.303 2.355 -1.218
H 2.387 3.400 0.286
H 7.441 0.834 1.943
H 6.992 1.370 0.313
H 6.004 2.470 3.032
H 6.990 3.311 1.832
H 5.168 3.575 0.317
H 4.468 3.893 1.908
H 6.161 -1.303 0.192
H 6.881 -1.180 1.822
H 5.232 -3.078 1.583
H 4.820 -1.967 2.904
H 3.484 -2.269 0.204
H 2.746 -2.248 1.819
H 1.227 -0.770 0.507
H -0.272 -0.350 1.490
H -4.223 3.694 -0.166
H -4.262 3.638 1.633
C 1.437 -1.997 -2.206
C 1.389 -0.460 -2.336
N 0.249 0.129 -1.689
C -0.865 -0.556 -2.203
N -0.797 -1.725 -2.914
C 0.332 -2.639 -3.003
C -1.965 -2.472 -3.482
C -3.071 -1.471 -3.772
C -3.305 -0.600 -2.559
N -2.066 0.025 -2.175
H 2.367 -2.428 -2.602
H 1.379 -2.322 -1.144
H 2.325 -0.081 -1.932
H 1.442 -0.301 -3.426
H 0.595 -2.902 -4.074
H 0.046 -3.621 -2.568
H -1.726 -2.975 -4.454
H -2.297 -3.289 -2.769
H -2.904 -0.849 -4.669
H -3.992 -2.027 -3.951
H -4.044 0.184 -2.755
H -3.721 -1.173 -1.710
H -2.078 0.901 -1.658
*
```

***

(4)
C24H21BrFeN4O4 | wB97M-V/def2-TZVPD

Kohn-Sham gap (spin up / spin down) in eV: 7.3 / 6.7
Strongest force on any atom in eV/Å: 3.60
HOMO level (spin up / spin down) in eV: -11.232 / -11.301

```
! wB97M-V def2-TZVPD RIJCOSX def2/J DEFGRID3
* xyz 1 6
Fe -0.412 0.943 -0.746
Br -5.677 3.360 3.626
C -4.568 2.649 2.234
C -5.025 2.680 0.895
C -4.108 2.422 -0.102
C -2.797 2.035 0.162
O -1.985 1.839 -0.869
C -2.380 2.071 1.511
C -0.965 1.964 1.897
N -0.041 1.586 1.109
C 1.365 1.667 1.394
C 1.908 1.536 2.664
C 3.269 1.942 2.828
C 4.055 2.243 1.727
C 3.588 2.147 0.444
C 4.356 2.333 -0.733
C 3.814 2.271 -1.990
C 2.383 2.083 -2.064
N 1.598 1.850 -1.018
C 2.192 1.900 0.240
C -3.242 2.493 2.528
H -6.040 3.016 0.686
H -4.336 2.429 -1.168
H -0.668 2.323 2.863
H 1.275 1.362 3.501
H 3.720 1.830 3.811
H 5.107 2.513 1.885
H 5.444 2.406 -0.704
H 4.424 2.409 -2.884
H 1.924 2.142 -3.089
H -2.800 2.567 3.512
C 2.360 -2.732 -0.646
C 1.375 -3.166 -1.630
C -0.127 -2.903 -1.272
C -0.937 -3.392 -2.540
C -2.436 -3.241 -2.323
C -0.497 -3.669 -0.042
O -0.322 -4.857 0.027
N -1.053 -2.886 0.997
C -1.114 -1.545 1.068
O -1.439 -0.964 2.084
N -0.855 -0.895 -0.085
C -0.378 -1.413 -1.233
O -0.121 -0.559 -2.095
H 3.406 -2.812 -0.998
H 2.354 -3.357 0.231
H 2.296 -1.683 -0.404
H 1.523 -4.186 -1.772
H 1.545 -2.633 -2.571
H -0.692 -4.452 -2.739
H -0.628 -2.757 -3.327
H -2.804 -3.996 -1.663
H -2.959 -3.210 -3.251
H -2.704 -2.324 -1.844
H -1.174 -3.379 1.876
*
```

***

(5)
C5H7N2 | wB97M-V/def2-TZVPD

Kohn-Sham gap in eV: 9.0
Strongest force on any atom in eV/Å: 5.06
HOMO level in eV: -15.578

```
! wB97M-V def2-TZVPD RIJCOSX def2/J DEFGRID3
* xyz 1 1
C 0.984 -2.330 -0.491
C 0.466 -1.503 0.509
C 0.548 1.163 0.219
C 0.267 -0.093 0.362
C -0.236 2.310 -0.239
N -2.793 -1.185 0.047
N -1.999 -0.409 0.031
H 1.150 -3.294 -0.196
H 1.168 -1.990 -1.454
H 0.226 -1.944 1.506
H 1.559 1.507 0.742
H 0.330 3.249 -0.403
H -0.762 2.135 -1.171
H -0.909 2.383 0.537
*
```

***

(6)
C8H38N2O10 | wB97M-V/def2-TZVPD

Kohn-Sham gap in eV: 9.7
Strongest force on any atom in eV/Å: 3.52
HOMO level in eV: -9.384

```
! wB97M-V def2-TZVPD RIJCOSX def2/J DEFGRID3
* xyz 0 1
O 0.383 -2.980 -0.066
H 1.171 -2.742 0.435
H -0.289 -3.324 0.568
O -0.901 -0.871 2.437
H -1.592 -0.653 1.793
H -0.396 -1.681 2.150
O 1.246 -3.156 3.155
H 1.461 -2.671 3.921
H 2.018 -3.056 2.559
O 3.365 0.199 1.496
H 3.215 0.501 0.627
H 2.622 0.731 1.952
O -1.130 -4.414 1.903
H -1.695 -5.207 1.721
H -0.478 -4.592 2.582
O 0.349 -0.495 -2.154
H 0.488 -1.435 -1.866
H -0.244 -0.215 -1.390
O 2.724 -2.259 0.770
H 3.103 -1.397 1.079
H 3.288 -2.805 0.172
O 0.606 1.258 2.314
H 0.496 1.291 3.293
H 0.267 0.343 2.227
C 3.390 3.472 -2.269
C 2.938 2.664 -1.068
C 1.429 2.896 -0.663
O 1.252 4.291 -0.276
C 0.360 4.580 0.793
N 3.111 1.187 -1.252
H 2.982 2.885 -3.122
H 4.467 3.527 -2.333
H 3.134 4.536 -2.311
H 3.455 2.948 -0.169
H 1.166 2.187 0.134
H 0.766 2.611 -1.454
H -0.627 4.288 0.482
H 0.381 5.631 1.071
H 0.559 4.089 1.778
H 2.181 0.834 -1.268
H 3.485 1.000 -2.204
C -3.003 -2.653 -0.437
C -3.732 -1.489 -1.095
C -2.733 -0.469 -1.642
O -1.961 0.190 -0.609
C -2.451 1.507 -0.411
N -4.495 -1.951 -2.218
H -2.167 -2.305 0.164
H -2.538 -3.288 -1.135
H -3.596 -3.283 0.189
H -4.341 -1.043 -0.316
H -3.296 0.250 -2.303
H -2.002 -0.962 -2.246
H -3.577 1.436 -0.242
H -2.327 2.189 -1.310
H -1.979 1.920 0.465
H -5.251 -1.317 -2.496
H -5.056 -2.726 -1.906
*
```

***

(7)
C13H18N2O4 | wB97M-V/def2-TZVPD

Kohn-Sham gap in eV: 9.5
Strongest force on any atom in eV/Å: 7.32
HOMO level in eV: -8.979

```
! wB97M-V def2-TZVPD RIJCOSX def2/J DEFGRID3
* xyz 0 1
C 0.761 2.416 -0.150
C -0.621 1.600 -0.241
C 2.069 1.786 0.050
C 2.181 0.244 0.156
C 2.151 -0.565 -1.036
C 2.338 -0.427 1.365
C 2.476 -1.911 -0.973
C 2.793 -1.737 1.376
C 2.924 -2.450 0.313
C -2.005 -0.284 0.188
C -2.543 -0.923 1.509
C -1.957 -1.144 -1.069
C -3.245 -1.263 -1.809
H 1.103 4.118 1.243
H -0.374 3.938 0.303
H 0.734 2.916 -1.070
H 2.424 2.043 1.022
H 2.887 2.054 -0.766
H 1.748 -0.293 -2.004
H 2.407 0.120 2.349
H 2.421 -2.570 -1.860
H 3.164 -2.307 2.297
H 3.336 -3.436 0.214
H -0.020 0.177 1.106
H -2.803 0.476 -0.005
H -1.665 -2.128 -0.751
H -0.267 -0.381 -1.351
H -3.088 -1.984 -2.686
H -3.388 -0.115 -2.092
H -4.219 -1.517 -1.320
H -3.248 -0.030 3.164
N 0.399 3.568 0.785
N -0.744 0.398 0.372
O -1.534 2.314 -0.722
O -2.197 -2.019 1.848
O -1.033 -0.615 -1.945
O -3.363 -0.070 2.191
*
```

***

(8)
C5H9NO | wB97M-V/def2-TZVPD

Kohn-Sham gap in eV: 11.5
Strongest force on any atom in eV/Å: 0.98
HOMO level in eV: -10.719

```
! wB97M-V def2-TZVPD RIJCOSX def2/J DEFGRID3
* xyz 0 1
C 0.698 1.766 -0.952
C -0.198 0.716 -0.286
C 0.612 -0.468 0.268
C -0.247 -1.664 0.640
O -0.768 -2.207 -0.560
C -0.978 1.333 0.802
N -1.560 1.814 1.678
H 1.219 1.314 -1.801
H 1.446 2.140 -0.246
H 0.114 2.616 -1.317
H -0.914 0.328 -1.020
H 1.329 -0.789 -0.496
H 1.188 -0.139 1.140
H -1.057 -1.350 1.319
H 0.373 -2.399 1.173
H -1.257 -3.009 -0.341
*
```

***

(9)
C20H18BrN7O8PdS2 | wB97M-V/def2-TZVPD

Kohn-Sham gap (spin up / spin down) in eV: 8.3 / 4.5
Strongest force on any atom in eV/Å: 2.55
HOMO level (spin up / spin down) in eV: -8.304 / -8.191

```
! wB97M-V def2-TZVPD RIJCOSX def2/J DEFGRID3
* xyz 0 5
Pd 0.298 0.206 0.798
N -3.836 -3.462 5.052
C -3.422 -3.267 3.771
C -2.412 -4.084 3.220
C -1.972 -3.870 1.941
C -2.523 -2.830 1.193
C -3.577 -2.061 1.699
C -4.036 -2.293 2.967
S -1.801 -2.393 -0.351
O -1.744 -3.572 -1.164
O -2.481 -1.248 -0.886
N -0.245 -1.863 -0.080
C 0.743 -2.547 0.524
N 1.763 -1.756 0.942
C 2.696 -2.262 1.713
C 2.738 -3.629 1.980
C 1.744 -4.397 1.387
N 0.750 -3.876 0.693
H -3.231 -4.002 5.648
H -4.297 -2.687 5.501
H -1.955 -4.850 3.834
H -1.198 -4.484 1.508
H -3.999 -1.287 1.079
H -4.825 -1.683 3.386
H 3.439 -1.565 2.087
H 3.498 -4.058 2.615
H 1.721 -5.476 1.499
O 0.264 1.216 2.803
S -0.801 0.177 2.982
O -1.469 0.225 4.249
O -0.128 -1.121 2.705
O -1.714 0.423 1.814
Br 1.354 3.707 1.318
C -0.356 3.457 0.578
C -1.213 4.543 0.486
C -2.425 4.355 -0.154
C -2.737 3.112 -0.678
C -1.832 2.079 -0.529
N -0.661 2.261 0.085
H -0.923 5.499 0.895
H -3.112 5.184 -0.256
H -3.662 2.938 -1.208
H -2.020 1.077 -0.891
C 5.602 2.551 0.011
N 4.341 1.989 -0.453
C 3.822 2.368 -1.646
C 2.643 1.903 -2.108
C 1.880 1.082 -1.210
O 0.713 0.663 -1.442
N 2.389 0.776 -0.011
C 3.644 1.093 0.391
O 4.177 0.653 1.396
H 6.354 2.484 -0.775
H 5.923 1.973 0.871
H 5.466 3.593 0.305
H 4.420 3.065 -2.220
H 2.243 2.169 -3.072
*
```

***

(10)
C21H17FO | wB97M-V/def2-TZVPD

Kohn-Sham gap in eV: 8.3
Strongest force on any atom in eV/Å: 3.21
HOMO level in eV: -8.152

```
! wB97M-V def2-TZVPD RIJCOSX def2/J DEFGRID3
* xyz 0 1
O 1.537 -0.250 1.996
F 4.279 2.226 -2.103
C 1.122 0.021 0.853
C -0.389 -0.270 -1.104
C -1.302 -0.944 -1.871
C -0.092 5.067 1.007
C -0.609 3.939 1.678
C 2.756 1.181 -0.590
C 3.243 2.307 -1.227
C 0.085 -0.765 0.120
C -1.775 -2.196 -1.419
C -0.397 -2.017 0.542
C -1.322 -2.731 -0.222
C 0.981 4.926 0.116
C 2.603 3.545 -1.028
C -0.025 2.680 1.444
C 1.648 1.266 0.287
C 1.557 3.683 -0.114
C 1.075 2.539 0.550
C -2.807 -2.894 -2.269
C -0.042 -2.813 1.777
C -1.649 -4.021 0.459
C -0.509 -4.209 1.437
H -0.006 0.658 -1.539
H -1.658 -0.517 -2.794
H -0.471 6.044 1.235
H -1.468 3.950 2.345
H 3.222 0.207 -0.784
H 1.378 5.802 -0.391
H 2.994 4.399 -1.561
H -0.401 1.829 2.023
H -2.429 -3.114 -3.275
H -3.670 -2.241 -2.456
H -3.142 -3.827 -1.835
H 1.020 -2.797 1.974
H -0.584 -2.395 2.640
H -1.701 -4.882 -0.255
H -2.560 -3.924 1.034
H 0.304 -4.770 0.968
H -0.796 -4.693 2.353
*
```

***

(11)
C5H10N2 | wB97M-V/def2-TZVPD

Kohn-Sham gap in eV: 9.5
Strongest force on any atom in eV/Å: 3.09
HOMO level in eV: -8.914

```
! wB97M-V def2-TZVPD RIJCOSX def2/J DEFGRID3
* xyz 0 1
C -0.175 -1.703 0.835
C -0.298 -1.203 -0.649
C 0.350 0.105 -1.007
C 1.213 0.823 -0.295
N 1.590 2.164 -0.737
C 0.634 3.005 -0.697
N -1.294 -1.477 1.746
H 0.290 -2.696 0.812
H 0.674 -1.182 1.298
H -1.306 -1.150 -1.049
H 0.302 -1.983 -1.138
H -0.023 0.474 -1.962
H 1.285 0.707 0.777
H -0.368 2.649 -0.928
H 0.752 3.939 -0.133
H -2.126 -1.985 1.478
H -1.500 -0.486 1.647
*
```